w) Computed, not measured: an isolated molecule of C3H7N3, with ωB97M-V/def2-TZVPD.

ORCA input file:
```
! RIJCOSX wB97M-V def2-TZVPD def2/J DEFGRID3
* xyz 0 1
C -1.83 -0.50 0.36
H -2.27 1.34 -0.79
N 1.37 0.47 0.01
H -0.97 1.57 0.57
H -2.70 -1.06 -0.05
N -0.81 -0.20 -0.58
C -1.54 0.97 -0.04
H 3.32 0.83 0.07
H 2.93 -0.62 -0.64
H 0.85 -1.58 -0.30
N 2.69 0.02 0.18
C 0.51 -0.48 -0.22
H -1.54 -0.75 1.43
*
```

For the frontier orbital gap, the calculation gives 9.561 eV. The HOMO energy comes out at -8.322 eV. Its SMILES is N/N=C/N1CC1.

x) Computed, not measured: an isolated molecule of C3H7N3, with ωB97M-V/def2-TZVPD.

ORCA input file:
```
! RIJCOSX wB97M-V def2-TZVPD def2/J DEFGRID3
* xyz 0 1
H 0.96 -0.94 -1.07
H 1.30 1.58 0.43
H 2.00 1.18 -0.99
H 1.27 -0.36 1.75
C -1.01 -0.11 -0.24
N -1.67 -1.20 0.19
H -1.36 2.02 -1.04
C -1.01 1.09 -0.64
N 1.16 1.06 -0.43
C 0.84 -0.38 -0.14
H -2.63 -1.13 0.48
H -1.09 -1.81 0.75
N 1.24 -1.00 0.95
*
```

For the frontier orbital gap (alpha / beta), the calculation gives 8.438 / 8.437 eV. The HOMO energy (alpha / beta) comes out at -8.090 / -8.089 eV.

Most stable pick: w). Distance to second place: 1.812 eV.